# 1
A molecular structure, C10H20CrNO7 at a distorted geometry. Source: the Open Molecules 2025 dataset; level of theory: ωB97M-V/def2-TZVPD.

Positions of all 39 atoms, in Å:
H: 0.9476 3.6676 -1.5748
H: 2.2876 2.0403 1.2801
H: -1.1987 1.9253 -2.5211
Cr: -0.1836 -1.0501 0.5752
C: -1.5172 -1.1100 -1.7340
H: -1.2939 -1.1580 -3.9274
C: 1.2863 2.3980 1.0402
C: -2.0370 -1.5618 2.3469
O: 1.5391 -2.3129 0.6595
H: 3.1117 -3.3625 2.7023
C: 3.2397 -2.3273 2.3862
O: -1.4957 -0.5046 2.1892
H: 1.8276 0.6040 -0.5834
H: -2.6623 -1.3423 4.3205
O: 0.9578 1.9962 -2.7255
H: -0.5344 3.3521 -3.3888
C: -2.0698 -1.1887 -3.1624
C: -0.3959 2.2957 -3.1586
C: 1.2741 2.6287 -1.5285
H: 2.3631 2.6505 -1.4877
C: -3.0665 -1.7969 3.4161
H: -2.7481 -0.3602 -3.3665
C: 0.6817 1.9102 -0.2898
H: -0.5491 1.8182 -4.1264
H: -3.1535 -2.8591 3.6445
H: 0.6417 0.4515 -1.3921
H: 1.3653 3.4796 1.1493
H: 3.5023 -1.8118 3.3100
H: 4.1379 -2.2599 1.7724
H: -4.0219 -1.3764 3.1021
C: 2.0266 -1.7858 1.6930
O: 1.3221 -0.8342 2.0664
O: -1.5412 -2.4345 1.6168
H: 0.6367 2.0033 1.8215
O: -0.6834 -1.8983 -1.2651
H: -0.3968 2.0684 -0.2850
H: -2.6068 -2.1132 -3.3745
N: 0.8362 0.5330 -0.4043
O: -1.8292 -0.3739 -0.7964

2S+1 = 5
net charge = +1
<S²> = 6.054
highest occupied orbital energy (spin up / spin down) = -13.31 / -13.07 eV
energy relative to the best compared isomer or geometry (same formula, charge and spin) = 0.000 eV
frontier orbital gap (spin up / spin down) = 8.456 / 4.400 eV

Mulliken atomic charge list, values in e, 2 entries: 0.4473 0.3172


# 2
A molecular structure, C32H18F3N5O8SW. Source: the Open Molecules 2025 dataset; level of theory: ωB97M-V/def2-TZVPD.

Positions of all 68 atoms, in Å:
C: -4.3003 2.1228 -3.0933
C: 0.9321 -3.3947 -4.2260
H: -5.7186 3.6246 -2.5322
C: 3.0017 1.4723 -0.4794
C: -3.2530 2.4911 -0.5255
C: 3.9051 2.5174 -0.5881
H: -0.4537 -1.2674 5.9022
O: 0.4635 0.9504 -4.3669
C: -0.8845 -1.3246 2.0439
H: 0.2021 3.0206 0.2735
C: 0.7332 0.2988 -3.4124
H: -4.7052 2.0018 -4.0887
H: -1.9156 -2.1456 -0.9522
C: -0.5671 -1.2854 4.8263
C: -1.8154 -1.9761 2.8557
H: -3.5342 -3.2900 2.8213
O: -1.1470 -0.2693 -1.5883
H: 0.7959 -1.6140 -5.4667
N: 1.7371 1.6950 -0.1433
H: -3.5486 -3.4452 0.3484
C: 1.2481 2.9296 0.0316
H: 1.0836 -4.9217 -2.6864
C: -1.6351 -1.8712 4.2781
H: -2.8378 2.6198 0.4664
O: -0.7705 1.1281 -0.0267
H: 1.6986 5.0034 0.0867
W: 0.7186 -0.2435 -0.4906
C: -4.8646 3.0405 -2.2139
C: -2.8082 -2.7537 2.2290
N: -2.6586 -2.4030 5.2042
H: 0.9303 -4.0916 -5.0536
H: 4.1133 4.6376 -0.4587
O: 1.0296 -4.2552 0.0963
H: -4.8066 3.9377 -0.2604
C: -2.8229 -2.8348 0.8663
H: -2.7581 0.6551 -3.3643
C: 1.0118 -3.8678 -2.9205
S: 3.2098 -0.2319 -0.7090
N: -0.9661 -1.3545 0.6944
N: 1.1426 -0.0731 1.7661
O: 0.9352 0.7997 -2.1692
C: 2.0889 4.0091 -0.0716
C: 2.2547 0.4142 2.3013
C: 2.5238 0.3981 3.6675
C: 5.3518 2.2305 -0.9065
C: -4.3500 3.2238 -0.9322
C: 0.8586 -1.1766 -3.3870
F: 5.4625 1.6184 -2.0900
F: 6.0756 3.3397 -0.9328
O: -3.8074 -2.3752 4.8138
N: 0.9401 -1.6449 -2.1492
C: 0.2424 -0.6570 2.6063
C: 0.8553 -2.0264 -4.4681
O: 1.3322 -2.0316 0.1926
C: 0.4273 -0.6838 3.9864
C: 1.1323 -3.2018 -0.4445
C: 1.0204 -2.9458 -1.9003
C: -2.6961 1.5605 -1.4088
C: 3.4337 3.7994 -0.3769
O: -2.2960 -2.7074 6.3120
C: -1.5465 0.8004 -1.0118
H: 1.7681 -0.1581 5.5906
F: 5.8708 1.4111 0.0200
H: 2.9854 0.8371 1.6429
C: -1.8931 -2.1097 0.1236
C: 1.6008 -0.1342 4.5207
H: 3.4590 0.8094 4.0191
C: -3.2153 1.3686 -2.6911

net charge = +2
highest occupied orbital energy = -14.73 eV
energy relative to the best compared isomer or geometry (same formula, charge and spin) = 0.225 eV
frontier orbital gap = 7.401 eV

Mulliken atomic charge list, values in e, 2 entries: -0.8777 -0.4223


# 3
8 unconnected molecules or ions with the total composition C6H28NO8 at a distorted geometry. Source: the Open Molecules 2025 dataset; level of theory: ωB97M-V/def2-TZVPD.

Positions of all 43 atoms, in Å:
O: -3.2973 0.9400 -1.8462
H: -1.2793 3.0592 1.3440
O: -2.0507 1.2400 0.5226
H: -0.9867 2.8035 -0.2438
O: -2.1913 -4.2574 -0.1579
H: 0.8052 -1.6661 -0.3013
O: 0.9262 2.9757 -2.3773
H: 3.4681 1.5185 0.5865
H: 0.1989 0.5459 -0.8346
O: -0.8349 -3.3230 2.0236
C: 0.9741 0.9288 -0.1699
H: -0.4688 0.4792 -3.8335
O: -2.2425 0.0042 4.7343
H: 4.2212 -0.1422 0.4089
C: 0.2881 1.5860 1.0268
H: 0.7139 -0.2655 1.8406
H: 1.5496 2.4665 -2.9129
H: 2.3242 -2.2041 0.2907
O: -0.9805 0.8891 -4.5382
O: 4.0482 -1.6997 -2.9086
H: -0.2008 0.6382 2.8819
H: -3.0506 -4.5357 -0.4926
H: -4.1939 0.9215 -1.4861
H: -1.3925 -3.6025 1.2701
N: -0.0917 0.3634 1.9087
H: -1.8528 1.0137 -4.1514
C: 2.0876 -0.0397 0.1555
H: -1.3000 -3.6327 2.8063
H: -3.3268 0.2314 -2.5000
H: -0.8760 -0.1361 1.5045
C: -1.0462 2.2151 0.6815
C: 3.3734 0.4473 0.7489
C: 1.8134 -1.3196 -0.0903
H: 4.2373 -1.0677 -2.2072
H: -3.1562 0.1308 4.4713
H: -1.9099 0.8474 5.0508
H: -1.7844 -5.0852 0.1308
H: 1.4118 1.7001 -0.8141
H: -2.3492 1.3182 -0.4012
H: 3.3571 -2.2484 -2.5215
H: 0.5882 3.5950 -3.0390
H: 3.4308 0.2745 1.8310
H: 1.0458 2.0923 1.6085

net charge = +1
highest occupied orbital energy = -13.02 eV
energy relative to the best compared isomer or geometry (same formula, charge and spin) = 0.763 eV
frontier orbital gap = 10.407 eV

Mulliken atomic charge list, values in e, 2 entries: -0.6567 0.3714


Please write out number 1 again, unchanged.
A molecular structure, C10H20CrNO7 at a distorted geometry. Source: the Open Molecules 2025 dataset; level of theory: ωB97M-V/def2-TZVPD.

Positions of all 39 atoms, in Å:
H: 0.9476 3.6676 -1.5748
H: 2.2876 2.0403 1.2801
H: -1.1987 1.9253 -2.5211
Cr: -0.1836 -1.0501 0.5752
C: -1.5172 -1.1100 -1.7340
H: -1.2939 -1.1580 -3.9274
C: 1.2863 2.3980 1.0402
C: -2.0370 -1.5618 2.3469
O: 1.5391 -2.3129 0.6595
H: 3.1117 -3.3625 2.7023
C: 3.2397 -2.3273 2.3862
O: -1.4957 -0.5046 2.1892
H: 1.8276 0.6040 -0.5834
H: -2.6623 -1.3423 4.3205
O: 0.9578 1.9962 -2.7255
H: -0.5344 3.3521 -3.3888
C: -2.0698 -1.1887 -3.1624
C: -0.3959 2.2957 -3.1586
C: 1.2741 2.6287 -1.5285
H: 2.3631 2.6505 -1.4877
C: -3.0665 -1.7969 3.4161
H: -2.7481 -0.3602 -3.3665
C: 0.6817 1.9102 -0.2898
H: -0.5491 1.8182 -4.1264
H: -3.1535 -2.8591 3.6445
H: 0.6417 0.4515 -1.3921
H: 1.3653 3.4796 1.1493
H: 3.5023 -1.8118 3.3100
H: 4.1379 -2.2599 1.7724
H: -4.0219 -1.3764 3.1021
C: 2.0266 -1.7858 1.6930
O: 1.3221 -0.8342 2.0664
O: -1.5412 -2.4345 1.6168
H: 0.6367 2.0033 1.8215
O: -0.6834 -1.8983 -1.2651
H: -0.3968 2.0684 -0.2850
H: -2.6068 -2.1132 -3.3745
N: 0.8362 0.5330 -0.4043
O: -1.8292 -0.3739 -0.7964

2S+1 = 5
net charge = +1
<S²> = 6.054
highest occupied orbital energy (spin up / spin down) = -13.31 / -13.07 eV
energy relative to the best compared isomer or geometry (same formula, charge and spin) = 0.000 eV
frontier orbital gap (spin up / spin down) = 8.456 / 4.400 eV

Mulliken atomic charge list, values in e, 2 entries: 0.4473 0.3172


Number 1 is which compound?
C10H20CrNO7